Record 1
{
  "formula": "C4H4LuO6",
  "method": "ωB97M-V/def2-TZVPD",
  "symbols": ["O", "C", "C", "O", "H", "H", "H", "C", "O", "O", "H", "O", "C", "O", "Lu"],
  "coordinates": [[-1.52, 1.42, -0.28], [-1.08, 1.29, 0.86], [0.04, 0.35, 1.18], [1.00, 1.00, 1.98], [-0.51, -0.41, 1.79], [-1.38, 2.03, 1.63], [0.52, 0.11, 0.21], [2.29, 0.73, 1.75], [2.87, 0.90, 0.72], [2.87, 0.25, 2.84], [2.30, 0.34, 3.61], [-0.84, -1.06, -2.45], [-0.25, -2.00, -1.85], [-0.22, -2.34, -0.69], [-2.53, 0.18, -1.92]],
  "de_lowest_kcal_mol": 0.0,
  "largest_force_ev_per_a": 7.94,
  "molar_mass_g_mol": 323.037,
  "e_homo_ev": [-16.61, -17.10],
  "charge": 2,
  "multiplicity": 2,
  "lumo_energy_ev": [-11.59, -11.15]
}


Record 2
{
  "formula": "C4H4MgO2Rb",
  "method": "ωB97M-V/def2-TZVPD",
  "symbols": ["O", "C", "C", "H", "H", "H", "C", "C", "O", "Rb", "H", "Mg"],
  "coordinates": [[-1.35, 1.66, -1.86], [-1.03, 2.77, -1.64], [-0.82, 4.06, -1.65], [-1.22, 4.66, -2.48], [-0.20, 4.51, -0.88], [-0.23, -1.84, 0.06], [1.07, 0.39, 1.53], [0.69, -0.74, 1.37], [0.36, -1.91, 0.88], [1.07, -5.28, 1.69], [1.58, 1.34, 1.53], [0.07, -9.62, 1.45]],
  "de_lowest_kcal_mol": 34.9,
  "largest_force_ev_per_a": 2.64,
  "molar_mass_g_mol": 193.847,
  "e_homo_ev": -10.41,
  "charge": 1,
  "multiplicity": 1,
  "lumo_energy_ev": -4.00
}